{"formula": "C28H49BFeN12O4P", "method": "ωB97M-V with the def2-TZVPD basis set", "s2": 6.006, "homo_ev": [-11.1, -11.1], "homo_lumo_gap_ev": [9.31, 9.23], "spin_multiplicity": 5, "charge": 1, "relative_energy_ev": 1.724, "symbols": ["Fe", "C", "C", "N", "N", "C", "B", "N", "C", "C", "C", "N", "N", "C", "C", "C", "N", "H", "H", "H", "H", "H", "H", "H", "H", "H", "H", "N", "C", "O", "C", "C", "C", "C", "N", "C", "H", "H", "H", "H", "H", "H", "C", "O", "H", "H", "H", "H", "C", "N", "C", "P", "O", "N", "C", "C", "N", "C", "C", "H", "H", "H", "H", "H", "H", "H", "H", "H", "H", "H", "H", "H", "H", "H", "H", "H", "H", "O", "C", "C", "C", "C", "C", "C", "N", "H", "H", "H", "H", "H", "H", "H", "H", "H", "H", "H"], "xyz": [[-0.733, 0.509, 0.437], [-4.053, -2.585, 0.691], [-3.084, -1.885, -0.027], [-2.671, -0.832, 0.666], [-3.355, -0.815, 1.813], [-4.195, -1.859, 1.858], [-3.216, 0.335, 2.829], [-1.831, 0.253, 3.486], [-1.580, 0.185, 4.801], [-0.213, 0.126, 4.981], [0.299, 0.167, 3.687], [-0.687, 0.247, 2.802], [-3.351, 1.646, 2.039], [-4.321, 2.565, 2.158], [-4.159, 3.508, 1.163], [-3.027, 3.077, 0.471], [-2.557, 1.959, 1.011], [-4.566, -3.476, 0.392], [-2.695, -2.087, -1.006], [-4.841, -2.029, 2.697], [-4.050, 0.284, 3.665], [-2.368, 0.193, 5.525], [0.329, 0.053, 5.899], [1.323, 0.165, 3.365], [-5.059, 2.511, 2.931], [-4.771, 4.363, 0.959], [-2.531, 3.533, -0.364], [2.569, 3.757, 4.042], [2.088, 4.788, 3.310], [2.276, 5.943, 3.613], [1.390, 4.403, 2.038], [1.449, 5.304, 0.978], [0.894, 4.952, -0.239], [0.294, 3.707, -0.353], [0.177, 2.868, 0.669], [0.699, 3.212, 1.840], [3.046, 3.970, 4.901], [2.341, 2.802, 3.842], [1.936, 6.255, 1.132], [0.936, 5.625, -1.082], [-0.100, 3.363, -1.301], [0.552, 2.493, 2.635], [3.055, 1.162, 0.700], [1.779, 0.591, 0.886], [2.929, 2.078, 0.127], [3.719, 0.492, 0.151], [3.523, 1.404, 1.660], [1.879, -0.316, 1.207], [2.005, -3.847, 2.340], [2.514, -3.055, 1.242], [3.741, -2.361, 1.552], [1.456, -2.650, 0.010], [0.368, -1.695, 0.334], [0.805, -4.141, -0.381], [1.619, -5.268, -0.783], [-0.545, -4.130, -0.912], [2.498, -1.987, -1.139], [2.032, -0.930, -2.012], [3.532, -2.790, -1.752], [2.701, -4.660, 2.557], [1.034, -4.259, 2.075], [1.893, -3.248, 3.248], [4.528, -3.096, 1.743], [3.638, -1.744, 2.453], [4.040, -1.739, 0.713], [2.549, -5.256, -0.221], [1.845, -5.269, -1.854], [1.080, -6.188, -0.545], [-0.625, -3.621, -1.878], [-1.198, -3.628, -0.201], [-0.886, -5.156, -1.035], [1.205, -0.405, -1.537], [1.710, -1.328, -2.980], [2.852, -0.230, -2.199], [3.850, -3.566, -1.064], [4.388, -2.151, -1.979], [3.193, -3.252, -2.685], [-0.815, 0.750, -1.896], [-1.340, 1.236, -2.887], [-2.735, 0.921, -3.349], [-2.529, -0.178, -4.415], [-1.509, 0.127, -5.528], [-0.023, 0.096, -5.119], [0.464, 1.416, -4.487], [-0.649, 2.031, -3.776], [-3.214, 1.792, -3.797], [-3.357, 0.540, -2.543], [-3.491, -0.367, -4.892], [-2.234, -1.098, -3.908], [-1.745, 1.080, -6.004], [-1.643, -0.640, -6.291], [0.594, -0.121, -5.993], [0.118, -0.721, -4.408], [0.796, 2.116, -5.256], [1.290, 1.238, -3.800], [-1.272, 2.469, -4.444]], "lowdin_charge": [0.9214, -0.0489, -0.1666, 0.0090, -0.0234, -0.0588, -0.5076, -0.0230, -0.0587, -0.0468, -0.1707, 0.0244, -0.0292, -0.0680, -0.0501, -0.1515, -0.0010, 0.0948, 0.0957, 0.1231, 0.1205, 0.1223, 0.0938, 0.0912, 0.1203, 0.0932, 0.0920, 0.1872, -0.5067, 0.0839, -0.0965, 0.0216, -0.0215, -0.1310, 0.0325, -0.0823, 0.1196, 0.0796, 0.1285, 0.1124, 0.0944, 0.0958, -0.1155, -0.2006, 0.0870, 0.0735, 0.0885, 0.0360, -0.0988, -0.3061, -0.1050, 0.5765, -0.2980, -0.3050, -0.1056, -0.0994, -0.2978, -0.1145, -0.1102, 0.0911, 0.0827, 0.0871, 0.0964, 0.0875, 0.0612, 0.0738, 0.0852, 0.0917, 0.0847, 0.0537, 0.0905, 0.0410, 0.0796, 0.0926, 0.0709, 0.0940, 0.0897, 0.0117, -0.4594, -0.0834, -0.1653, -0.1826, -0.1658, -0.1578, 0.0575, 0.1284, 0.1196, 0.1184, 0.1137, 0.1157, 0.1148, 0.1153, 0.0906, 0.1259, 0.1045, 0.1252]}

---

{"formula": "C28H49BrNO3P3V", "method": "ωB97M-V with the def2-TZVPD basis set", "s2": 3.766, "homo_ev": [-11.7, -11.7], "homo_lumo_gap_ev": [3.92, 3.94], "spin_multiplicity": 4, "charge": 2, "symbols": ["N", "C", "C", "C", "C", "C", "C", "V", "P", "C", "C", "C", "C", "C", "C", "C", "Br", "H", "H", "H", "H", "H", "H", "H", "H", "H", "H", "P", "C", "C", "H", "H", "H", "H", "H", "C", "C", "H", "H", "H", "H", "H", "C", "C", "H", "H", "H", "H", "H", "C", "C", "H", "H", "H", "H", "H", "C", "C", "H", "H", "H", "H", "H", "C", "C", "H", "H", "H", "H", "H", "C", "O", "P", "O", "C", "O", "C", "H", "H", "H", "H", "H", "H", "H", "H", "H"], "xyz": [[-6.604, 5.004, -6.001], [-6.503, 5.521, -4.767], [-5.544, 5.051, -3.858], [-4.705, 3.976, -4.221], [-4.831, 3.458, -5.537], [-5.801, 4.009, -6.395], [-3.746, 3.485, -3.263], [-0.035, 1.671, -0.665], [5.844, -0.669, -1.135], [-2.660, 2.744, -3.596], [-1.881, 2.099, -2.588], [-0.610, 1.598, -2.937], [-0.195, 0.330, -2.407], [-1.051, -0.352, -1.447], [-2.000, 0.472, -0.765], [-2.440, 1.693, -1.350], [1.327, -0.398, 0.218], [-3.944, 3.764, -2.225], [-2.404, 2.575, -4.648], [-5.459, 5.541, -2.886], [-4.186, 2.648, -5.870], [-7.211, 6.327, -4.496], [-5.911, 3.620, -7.420], [-0.221, 1.984, -3.893], [-3.423, 2.086, -1.085], [0.779, -0.090, -2.687], [-2.432, 0.126, 0.185], [-1.278, -2.130, -1.465], [4.978, 0.921, -0.754], [5.809, 2.170, -1.090], [4.753, 0.903, 0.322], [4.024, 0.938, -1.303], [5.305, 3.065, -0.700], [6.812, 2.136, -0.642], [5.924, 2.305, -2.172], [4.901, -1.187, -2.645], [5.490, -2.363, -3.438], [4.857, -0.289, -3.283], [3.879, -1.424, -2.305], [4.974, -2.439, -4.406], [6.561, -2.222, -3.640], [5.361, -3.317, -2.912], [5.027, -1.838, 0.042], [5.644, -1.849, 1.436], [5.151, -2.831, -0.411], [3.954, -1.597, 0.071], [5.011, -2.402, 2.137], [6.618, -2.350, 1.427], [5.784, -0.847, 1.848], [-1.231, -3.015, 0.099], [-1.453, -4.503, -0.271], [-2.015, -2.598, 0.758], [-0.260, -2.825, 0.598], [-2.533, -4.745, -0.264], [-1.057, -4.772, -1.274], [-0.941, -5.162, 0.454], [0.125, -2.722, -2.437], [-0.210, -2.585, -3.923], [0.365, -3.758, -2.148], [0.984, -2.102, -2.114], [-1.175, -3.073, -4.145], [-0.239, -1.519, -4.200], [0.562, -3.088, -4.515], [-3.018, -2.211, -2.088], [-4.113, -2.095, -1.004], [-3.132, -3.149, -2.656], [-3.108, -1.370, -2.810], [-4.883, -1.380, -1.356], [-4.628, -3.056, -0.830], [-3.731, -1.754, -0.027], [0.025, -1.993, 3.662], [-0.984, -1.315, 2.875], [-0.875, 0.185, 2.309], [-0.352, 1.026, 3.569], [-1.026, 0.904, 4.851], [1.288, 2.965, -0.448], [0.596, 3.778, 0.474], [-0.023, -3.030, 3.348], [-0.211, -1.937, 4.728], [1.015, -1.576, 3.461], [-2.047, 0.514, 4.716], [-0.426, 0.267, 5.516], [-1.058, 1.920, 5.250], [-0.254, 3.233, 0.968], [1.282, 4.165, 1.250], [0.180, 4.651, -0.062]], "lowdin_charge": [0.0699, -0.1061, -0.0065, -0.2192, -0.0003, -0.1101, -0.0069, 0.5612, 0.9473, -0.0243, -0.2276, -0.0322, -0.1937, -0.4617, -0.2126, -0.0180, 0.3784, 0.1255, 0.1327, 0.1160, 0.1031, 0.1250, 0.1208, 0.1574, 0.1365, 0.1171, 0.0689, 1.0074, -0.4547, -0.1693, 0.0662, 0.0500, 0.0663, 0.0686, 0.0668, -0.4632, -0.1673, 0.0738, 0.0472, 0.0655, 0.0715, 0.0613, -0.4660, -0.1707, 0.0722, -0.0008, 0.0618, 0.0746, 0.0602, -0.3326, -0.1026, 0.0765, 0.0619, 0.0904, 0.0696, 0.0982, -0.3077, -0.1029, 0.1009, 0.0633, 0.0815, 0.0736, 0.0967, -0.2746, -0.1073, 0.1024, 0.1075, 0.0961, 0.0936, 0.0525, -0.0609, -0.4137, 1.0639, -0.3704, -0.0653, -0.3931, -0.2142, 0.0970, 0.0982, 0.0961, 0.0966, 0.0998, 0.1088, 0.0587, 0.1049, 0.0947]}

---

| no. | F_max (eV/A) |
| --- | --- |
| 1 | 1.55 |
| 2 | 2.62 |